# 1
{
  "formula": "C33H48BBeF5O6Si2",
  "method": "ωB97M-V with the def2-TZVPD basis set",
  "orbital_gap_ev": 5.80,
  "e_lumo_ev": 3.914,
  "spin_multiplicity": 1,
  "charge": -2,
  "elements": ["Be", "C", "C", "C", "C", "O", "Si", "O", "O", "C", "C", "C", "C", "O", "C", "C", "C", "C", "H", "H", "H", "H", "H", "H", "H", "H", "H", "H", "H", "H", "H", "H", "H", "H", "H", "H", "H", "H", "H", "H", "H", "H", "H", "H", "H", "C", "Si", "C", "C", "C", "C", "H", "H", "H", "H", "H", "H", "H", "H", "H", "C", "C", "C", "C", "C", "C", "C", "C", "O", "B", "O", "C", "C", "H", "H", "H", "H", "H", "H", "H", "H", "H", "H", "H", "H", "F", "C", "C", "C", "F", "C", "F", "C", "F", "C", "F"],
  "xyz": [[-0.9174, -0.9250, 1.4852], [-0.8605, -0.1897, -4.2581], [-1.4556, -1.0906, -3.1739], [-2.3091, -2.1840, -3.8114], [-0.3441, -1.7193, -2.3343], [-2.3370, -0.3261, -2.3688], [-1.9955, 0.5819, -1.0075], [-1.8480, -0.2761, 0.2848], [-0.6859, 1.4932, -1.4752], [-0.1832, 2.7162, -0.9461], [-0.9334, 3.8640, -1.6226], [-0.3485, 2.7856, 0.5701], [1.2976, 2.7691, -1.3097], [-3.2454, 1.6891, -0.9583], [-4.6437, 1.4769, -1.0607], [-5.0609, 0.1583, -0.4110], [-5.0459, 1.4992, -2.5372], [-5.3001, 2.6434, -0.3267], [-0.2040, -0.7622, -4.9207], [-0.2896, 0.6113, -3.7844], [-1.6642, 0.2573, -4.8505], [-1.7129, -2.7982, -4.4928], [-3.1342, -1.7314, -4.3689], [-2.7294, -2.8226, -3.0306], [0.2930, -2.3558, -2.9537], [-0.7728, -2.3148, -1.5251], [0.2745, -0.9378, -1.8813], [-1.9970, 3.7855, -1.3860], [-0.8115, 3.7993, -2.7080], [-0.5548, 4.8317, -1.2784], [-1.4081, 2.7502, 0.8419], [0.0839, 3.7149, 0.9527], [0.1449, 1.9392, 1.0508], [1.4165, 2.6846, -2.3950], [1.8102, 1.9327, -0.8352], [1.7479, 3.7093, -0.9750], [-4.6192, -0.6845, -0.9495], [-6.1500, 0.0564, -0.4209], [-4.6985, 0.1176, 0.6160], [-4.5340, 0.6905, -3.0616], [-4.7474, 2.4507, -2.9871], [-6.1284, 1.3773, -2.6458], [-5.0139, 2.6213, 0.7277], [-6.3902, 2.5907, -0.4042], [-4.9572, 3.5883, -0.7578], [0.6884, 1.3329, 6.5850], [-0.3528, 2.0942, 5.2113], [0.5101, 3.6859, 4.6919], [-1.9960, 2.5981, 5.9837], [-0.5746, 0.9724, 3.8465], [-0.7399, 0.1986, 2.9035], [0.8172, 2.0155, 7.4322], [1.6784, 1.0648, 6.2023], [0.2176, 0.4139, 6.9481], [0.6433, 4.3730, 5.5343], [-0.0731, 4.1950, 3.9175], [1.4939, 3.4620, 4.2671], [-1.8643, 3.2813, 6.8298], [-2.5339, 1.7113, 6.3334], [-2.6260, 3.0899, 5.2355], [7.3831, -1.8869, -1.4281], [6.2370, -1.0812, -2.0585], [6.5054, 0.4034, -1.8006], [6.2453, -1.3031, -3.5793], [4.8969, -1.5349, -1.4693], [4.4859, -2.8577, -1.6380], [3.2745, -3.3356, -1.1269], [2.4727, -2.4484, -0.4436], [1.2661, -2.6359, 0.1409], [0.8268, -1.3819, 0.7126], [1.9175, -0.4699, 0.4352], [2.8717, -1.1306, -0.2627], [4.0677, -0.6552, -0.7578], [8.3481, -1.5614, -1.8331], [7.2717, -2.9551, -1.6251], [7.3952, -1.7457, -0.3446], [7.4635, 0.6829, -2.2485], [6.5559, 0.6201, -0.7309], [5.7280, 1.0318, -2.2419], [7.1917, -0.9591, -4.0119], [5.4272, -0.7499, -4.0467], [6.1205, -2.3588, -3.8278], [5.1206, -3.5517, -2.1799], [2.9723, -4.3666, -1.2681], [4.3315, 0.3822, -0.6001], [0.2090, -3.5943, 2.7533], [-1.1451, -3.5813, 2.6599], [-1.8091, -2.4693, 2.1821], [-3.1824, -2.6034, 2.2036], [-3.9854, -1.5803, 1.8183], [-3.8589, -3.7382, 2.6193], [-5.2100, -3.8066, 2.6153], [-3.1379, -4.8282, 3.0598], [-3.7678, -5.9480, 3.4739], [-1.7619, -4.7472, 3.0831], [-1.0525, -5.8104, 3.5289]],
  "forces_ev_per_angstrom": [[-0.3, 0.0, -0.1], [0.0, 0.1, 0.1], [0.1, -0.1, 0.1], [0.0, 0.0, 0.0], [-0.2, 0.1, 0.0], [0.0, 0.2, 0.0], [-0.1, 0.0, -0.2], [0.2, 0.0, 0.2], [0.0, 0.0, 0.1], [-0.1, 0.0, 0.0], [-0.1, 0.0, 0.0], [-0.1, -0.1, -0.1], [0.0, -0.1, -0.1], [0.1, -0.1, -0.1], [-0.1, 0.0, 0.1], [0.2, 0.1, 0.0], [0.1, 0.0, 0.0], [0.0, 0.0, 0.0], [0.0, 0.0, 0.0], [0.0, 0.0, 0.0], [0.0, 0.0, 0.0], [0.0, 0.0, 0.0], [0.0, 0.0, 0.0], [0.0, 0.0, 0.0], [0.0, 0.0, 0.0], [0.1, 0.0, -0.1], [0.0, -0.1, -0.1], [0.1, 0.0, 0.0], [0.0, 0.0, 0.0], [0.0, 0.0, 0.0], [0.1, 0.0, 0.0], [0.0, 0.0, 0.0], [0.0, 0.0, 0.0], [0.0, 0.0, 0.1], [0.1, 0.0, 0.0], [0.0, -0.1, 0.0], [0.0, 0.0, 0.1], [0.0, 0.0, 0.0], [-0.1, 0.0, -0.1], [0.0, 0.0, 0.0], [0.0, 0.0, 0.0], [0.0, 0.0, 0.0], [0.0, 0.0, -0.1], [0.0, 0.0, 0.0], [0.0, 0.0, 0.0], [0.1, -0.1, 0.0], [0.0, 0.1, 0.1], [0.1, 0.1, -0.1], [-0.1, 0.0, 0.0], [-0.1, -0.2, -0.2], [0.1, 0.2, 0.1], [0.0, 0.0, 0.0], [-0.1, 0.0, 0.0], [0.0, 0.1, 0.0], [0.0, 0.0, 0.0], [0.0, 0.0, 0.1], [-0.1, 0.0, 0.0], [0.0, 0.0, 0.0], [0.0, 0.1, 0.0], [0.0, 0.0, 0.1], [0.0, 0.0, 0.0], [0.0, 0.0, 0.0], [0.0, 0.0, 0.0], [0.0, 0.0, 0.0], [0.0, 0.0, 0.0], [0.0, 0.0, 0.0], [0.0, 0.0, -0.1], [-0.2, 0.0, 0.2], [0.2, -0.1, -0.1], [0.1, -0.1, 0.0], [0.2, 0.1, -0.1], [-0.1, 0.1, 0.1], [0.0, 0.0, -0.1], [0.0, 0.0, 0.0], [0.0, 0.0, 0.0], [0.0, 0.0, 0.0], [0.0, 0.0, 0.0], [0.0, 0.0, 0.0], [0.0, 0.0, 0.0], [0.0, 0.0, 0.0], [0.0, 0.0, 0.0], [0.0, 0.0, 0.0], [0.0, 0.0, 0.0], [0.0, 0.0, 0.0], [0.0, 0.0, 0.0], [0.0, 0.0, 0.0], [0.1, 0.0, 0.0], [0.1, 0.0, -0.1], [0.0, 0.1, 0.0], [0.0, -0.1, 0.1], [0.0, 0.0, 0.0], [-0.1, 0.0, 0.0], [0.0, 0.1, 0.0], [-0.1, -0.1, 0.0], [0.0, 0.0, 0.0], [0.0, 0.0, 0.0]],
  "mulliken_charge": [0.453, -1.647, 2.281, -2.080, -1.395, -0.288, -2.091, 0.855, 1.262, 2.325, -1.845, -1.512, -1.888, -0.461, 2.014, -1.443, -1.638, -1.965, 0.419, 0.037, 0.393, 0.395, 0.384, 0.406, 0.671, 0.285, -0.248, 0.109, 0.360, 0.456, 0.152, 0.648, 0.023, 0.350, 0.267, 0.421, 0.091, 0.560, 0.308, 0.066, 0.336, 0.449, 0.388, 0.412, 0.351, -0.966, -0.165, -0.947, -0.982, 4.331, -3.523, 0.259, 0.270, 0.293, 0.295, 0.256, 0.293, 0.264, 0.307, 0.268, -1.690, 2.085, -2.110, -1.657, 0.602, -0.449, -2.137, 1.060, -0.411, -0.716, -0.413, 0.881, -0.962, 0.444, 0.323, 0.374, 0.435, 0.383, 0.395, 0.448, 0.372, 0.313, 0.313, 0.439, 0.434, -0.376, 0.925, -0.828, 0.866, -0.220, -0.377, -0.346, 0.921, -0.360, -0.297, -0.341]
}

***

# 2
{
  "formula": "C33H48N2O3PtSe",
  "method": "ωB97M-V with the def2-TZVPD basis set",
  "orbital_gap_ev": [9.19, 6.38],
  "s2": 6.0598,
  "e_lumo_ev": [-4.958, -8.036],
  "spin_multiplicity": 5,
  "charge": 2,
  "elements": ["Pt", "C", "C", "C", "C", "C", "C", "C", "Se", "C", "C", "C", "C", "C", "C", "O", "C", "C", "C", "C", "C", "C", "C", "C", "C", "O", "C", "C", "C", "C", "C", "C", "H", "H", "H", "H", "H", "H", "H", "H", "H", "H", "H", "H", "H", "H", "H", "H", "H", "H", "H", "H", "H", "H", "H", "H", "H", "H", "H", "H", "H", "H", "H", "H", "H", "H", "H", "H", "H", "H", "H", "H", "N", "C", "N", "C", "C", "O", "C", "C", "H", "H", "H", "H", "H", "H", "H", "H"],
  "xyz": [[0.2372, 0.0143, 0.3135], [3.8910, 6.4188, 0.1838], [2.3698, 6.6562, 0.1581], [2.0527, 7.7250, -0.8862], [1.9019, 7.1540, 1.5379], [1.6865, 5.3384, -0.1365], [1.8815, 4.2482, 0.7622], [1.2886, 3.0536, 0.5270], [1.5409, 1.6240, 1.7974], [0.0143, 2.0077, 2.9089], [0.2033, 2.7562, 4.0267], [-0.9083, 3.1368, 4.8225], [-2.1787, 2.7126, 4.4162], [-2.4393, 1.9410, 3.3039], [-1.2910, 1.5497, 2.4961], [-1.4359, 0.8351, 1.4618], [-3.8924, 1.5599, 3.0155], [-4.1313, 0.6811, 1.7844], [-4.6875, 2.8644, 2.8209], [-4.4398, 0.8047, 4.2406], [-0.7555, 3.9835, 6.0699], [-1.2935, 3.1862, 7.2719], [-1.5816, 5.2704, 5.8940], [0.6995, 4.3657, 6.3412], [0.4789, 2.8206, -0.6427], [-0.0039, 1.6714, -0.8883], [0.2450, 3.9308, -1.5492], [0.8707, 5.1303, -1.2437], [-0.6207, 3.8725, -2.8055], [-1.3353, 2.5457, -3.0766], [0.2857, 4.1778, -4.0139], [-1.7012, 4.9649, -2.6859], [4.3947, 7.3614, 0.3969], [4.1877, 5.7062, 0.9541], [4.2486, 6.0542, -0.7795], [2.5716, 8.6452, -0.6215], [2.3923, 7.4351, -1.8815], [0.9862, 7.9519, -0.9277], [2.3892, 8.1035, 1.7582], [0.8231, 7.3157, 1.5528], [2.1615, 6.4601, 2.3385], [2.5103, 4.3803, 1.6330], [1.1986, 3.0724, 4.3054], [-3.0189, 3.0100, 5.0273], [-3.8256, 1.1678, 0.8602], [-3.6235, -0.2789, 1.8556], [-5.2024, 0.4869, 1.7207], [-4.3106, 3.4290, 1.9668], [-5.7316, 2.6184, 2.6287], [-4.6544, 3.5074, 3.6999], [-3.8856, -0.1195, 4.4106], [-4.4019, 1.3999, 5.1522], [-5.4824, 0.5442, 4.0597], [-2.3489, 2.9392, 7.1607], [-0.7351, 2.2599, 7.4134], [-1.1868, 3.7872, 8.1748], [-2.6430, 5.0637, 5.7605], [-1.4746, 5.8872, 6.7860], [-1.2328, 5.8492, 5.0374], [1.3298, 3.4905, 6.5086], [1.1239, 4.9603, 5.5296], [0.7454, 4.9733, 7.2437], [0.7174, 5.9587, -1.9175], [-0.6406, 1.7292, -3.2598], [-2.0037, 2.2615, -2.2647], [-1.9400, 2.6753, -3.9742], [1.0730, 3.4297, -4.1134], [-0.3176, 4.1559, -4.9212], [0.7503, 5.1609, -3.9465], [-2.3512, 4.7811, -1.8290], [-1.2816, 5.9653, -2.5916], [-2.3168, 4.9496, -3.5849], [0.5140, -1.8382, 1.0605], [0.6684, -2.8764, 1.5532], [0.8600, -4.0505, 2.0437], [0.0522, -5.2170, 1.6203], [-0.6515, -5.7780, 2.8447], [0.2854, -6.0791, 3.8569], [0.9593, -4.9270, 4.3112], [1.7662, -4.2987, 3.1849], [0.7416, -5.9545, 1.2067], [-0.6496, -4.9078, 0.8482], [-1.1590, -6.7065, 2.5902], [-1.3940, -5.0592, 3.2164], [1.6256, -5.2402, 5.1133], [0.2409, -4.1986, 4.7112], [2.5423, -4.9855, 2.8438], [2.2273, -3.3611, 3.4903]],
  "forces_ev_per_angstrom": [[0.1, 0.1, 0.0], [0.0, 0.0, 0.0], [0.0, 0.0, 0.0], [0.0, 0.0, 0.0], [0.0, 0.0, 0.0], [0.0, 0.0, 0.0], [0.0, -0.1, 0.0], [0.0, 0.0, 0.1], [-0.1, 0.0, -0.1], [0.0, 0.0, 0.0], [0.0, 0.0, 0.0], [0.0, 0.0, 0.0], [0.0, 0.0, 0.0], [0.0, 0.0, 0.0], [0.0, 0.1, 0.0], [0.0, -0.1, 0.0], [0.0, 0.0, 0.0], [0.0, 0.0, 0.0], [0.0, 0.0, 0.0], [0.0, 0.0, 0.0], [0.0, 0.0, 0.0], [0.0, 0.0, 0.0], [0.0, 0.0, 0.0], [0.0, 0.0, 0.0], [0.0, 0.0, 0.0], [0.0, 0.0, 0.0], [0.0, 0.0, 0.0], [0.0, 0.0, 0.0], [0.0, 0.0, 0.0], [0.0, 0.0, 0.0], [0.0, 0.0, 0.0], [0.0, 0.0, 0.0], [0.0, 0.0, 0.0], [0.0, 0.0, 0.0], [0.0, 0.0, 0.0], [0.0, 0.0, 0.0], [0.0, 0.0, 0.0], [0.0, 0.0, 0.0], [0.0, 0.0, 0.0], [0.0, 0.0, 0.0], [0.0, 0.0, 0.0], [0.0, 0.0, 0.0], [0.0, 0.0, 0.0], [0.0, 0.0, 0.0], [0.0, 0.0, 0.0], [0.0, 0.0, 0.0], [0.0, 0.0, 0.0], [0.0, 0.0, 0.0], [0.0, 0.0, 0.0], [0.0, 0.0, 0.0], [0.0, 0.0, 0.0], [0.0, 0.0, 0.0], [0.0, 0.0, 0.0], [0.0, 0.0, 0.0], [0.0, 0.0, 0.0], [0.0, 0.0, 0.0], [0.0, 0.0, 0.0], [0.0, 0.0, 0.0], [0.0, 0.0, 0.0], [0.0, 0.0, 0.0], [0.0, 0.0, 0.0], [0.0, 0.0, 0.0], [0.0, 0.0, 0.0], [0.0, 0.0, 0.0], [0.0, 0.0, 0.0], [0.0, 0.0, 0.0], [0.0, 0.0, 0.0], [0.0, 0.0, 0.0], [0.0, 0.0, 0.0], [0.0, 0.0, 0.0], [0.0, 0.0, 0.0], [0.0, 0.0, 0.0], [0.0, 0.0, 0.2], [0.0, 0.0, -0.2], [-0.1, 0.0, 0.1], [0.0, 0.0, 0.0], [0.0, 0.0, 0.0], [0.0, 0.0, 0.0], [0.0, 0.0, 0.0], [0.0, 0.0, 0.0], [0.0, 0.0, 0.0], [0.0, 0.0, 0.0], [0.0, 0.0, 0.0], [0.0, 0.0, 0.0], [0.0, 0.0, 0.0], [0.0, 0.0, 0.0], [0.0, 0.0, 0.0], [0.0, 0.0, 0.0]],
  "lowdin_spin": [1.338, 0.017, 0.023, 0.000, 0.016, 0.191, 0.074, 0.099, 0.241, 0.125, 0.070, 0.205, -0.016, 0.155, 0.136, 0.434, 0.014, 0.001, 0.010, 0.009, 0.025, 0.015, 0.014, 0.001, 0.139, 0.346, 0.172, -0.012, 0.017, -0.001, 0.012, 0.010, 0.003, 0.000, 0.000, 0.000, 0.000, 0.000, 0.003, 0.000, 0.000, 0.004, 0.003, -0.003, 0.000, 0.000, 0.000, 0.000, 0.001, 0.000, 0.000, 0.000, 0.001, 0.000, 0.000, 0.002, 0.000, 0.002, 0.000, 0.000, 0.000, 0.000, -0.003, 0.000, 0.000, 0.000, 0.000, 0.001, 0.000, 0.000, 0.000, 0.001, 0.062, 0.025, 0.012, 0.001, 0.001, 0.000, 0.001, 0.002, 0.000, 0.000, 0.000, 0.000, 0.000, 0.000, 0.000, 0.000]
}

***

Molecular weight? In order: 711.73, 794.80 g/mol.